(1)
{"formula": "C12H36O12", "method": "the ωB97M-V functional and the def2-TZVPD basis", "species": ["C", "C", "O", "O", "H", "H", "H", "H", "H", "H", "C", "C", "O", "O", "H", "H", "H", "H", "H", "H", "C", "C", "O", "O", "H", "H", "H", "H", "H", "H", "C", "C", "O", "O", "H", "H", "H", "H", "H", "H", "C", "C", "O", "O", "H", "H", "H", "H", "H", "H", "C", "C", "O", "O", "H", "H", "H", "H", "H", "H"], "coordinates": [[2.973573, -2.300856, -2.031275], [2.467163, -1.222636, -3.036735], [0.978013, -1.123066, -3.127775], [3.094123, -1.691736, -0.655925], [3.956233, -2.737996, -2.208475], [2.220043, -3.084626, -2.108765], [2.834663, -1.424566, -4.042845], [2.813733, -0.231266, -2.744875], [0.719093, -0.452026, -3.763605], [2.251073, -1.839056, -0.220995], [-5.371267, 2.788514, -1.728345], [-4.043167, 2.917044, -0.955005], [-3.478827, 1.706484, -0.500925], [-6.382277, 2.334014, -0.902885], [-5.090577, 2.053914, -2.483115], [-5.745187, 3.682534, -2.227355], [-4.079037, 3.600644, -0.106765], [-3.271697, 3.268554, -1.640125], [-4.185797, 1.130054, -0.201725], [-6.257797, 1.386994, -0.806695], [0.486403, 0.104634, 4.417505], [1.483263, -0.189386, 5.615335], [2.836243, -0.031076, 5.269685], [0.264653, 1.476574, 4.243625], [-0.475997, -0.206696, 4.823655], [0.817913, -0.499886, 3.573255], [1.288663, -1.192296, 5.995335], [1.104003, 0.365554, 6.473415], [2.985553, 0.901614, 5.098235], [-0.185417, 1.510704, 3.396355], [-2.343477, -1.881516, -2.555595], [-1.983137, -2.662726, -3.814655], [-2.877757, -3.779996, -3.911725], [-1.923007, -2.567126, -1.385005], [-3.428397, -1.780036, -2.583175], [-1.832347, -0.919026, -2.534455], [-0.942037, -2.985526, -3.812155], [-2.147147, -2.077276, -4.719345], [-2.672057, -4.328806, -3.151405], [-0.981167, -2.400366, -1.302955], [3.739543, 0.657694, 1.399725], [4.036713, 2.031804, 1.899725], [3.690983, 2.961574, 0.925865], [4.613173, 0.254744, 0.378665], [2.721483, 0.566304, 1.021155], [3.816243, -0.023576, 2.247125], [5.070163, 2.138704, 2.229335], [3.486733, 2.155944, 2.832575], [4.243213, 2.764324, 0.165785], [4.141023, -0.447966, -0.073955], [-0.963767, 0.104074, 1.085555], [-0.141527, 0.111844, -0.185515], [0.345193, -1.172736, -0.487995], [-1.298757, 1.372564, 1.492935], [-0.306737, -0.358106, 1.822295], [-1.836927, -0.545766, 1.027255], [0.755583, 0.711584, -0.031875], [-0.686587, 0.545984, -1.023685], [0.745583, -1.152396, -1.360275], [-2.048157, 1.705164, 0.993565]], "forces_ev_per_angstrom": [[-0.8790, 1.6535, 0.5377], [-0.2779, 0.3779, -0.4998], [1.5940, -1.0566, 0.9609], [0.0856, -0.9179, -1.6170], [-0.1628, 0.3976, -0.4901], [0.0696, -0.2669, 0.7402], [0.0995, -0.1956, 0.0614], [0.2729, -0.0573, 0.0969], [0.2583, 0.1257, -0.1395], [-0.4975, 0.1159, 0.3286], [1.6901, -0.3328, 0.0126], [0.4084, 1.5849, -0.5734], [-0.2076, -1.0500, 0.1339], [-0.7877, -0.6844, 0.6507], [-0.4597, -0.1562, -0.5185], [0.5336, 0.2091, 0.2038], [-0.3972, 0.2136, -0.0335], [-0.1552, 0.4655, -0.1415], [-0.0679, -0.1728, 0.2693], [-0.4489, -0.1120, 0.1283], [0.1668, -0.6831, 2.7898], [-1.6838, -0.0866, -0.6451], [-0.1533, -0.0473, 0.0033], [1.1864, 0.0782, -0.8083], [-0.0820, -1.1081, -0.1971], [-0.1163, 0.3654, -0.3533], [0.5001, -0.3980, -0.6783], [0.5785, 0.9482, -0.0161], [0.0248, 0.2561, 0.1693], [-0.4140, 0.7699, -0.4629], [0.8716, -0.1118, -0.4269], [-0.8738, -0.2929, 0.0428], [0.6344, 0.2833, -0.1434], [-0.7745, -0.4664, -0.1418], [0.0610, 0.1609, 0.4193], [-0.2927, 0.4572, -0.3398], [0.1573, -0.0381, 0.1153], [-0.0487, 0.1531, 0.0435], [-0.1459, -0.2474, 0.1574], [0.0922, 0.0632, 0.3334], [0.2164, -0.5212, -2.1618], [0.8021, 0.9413, 1.3303], [-0.5088, -0.3155, 0.4454], [0.1901, 1.2534, 2.1379], [-0.3574, -0.1518, 0.0571], [0.1965, -0.4761, 0.8619], [0.3917, -0.2529, -0.4097], [-0.5916, 0.4125, -0.3488], [0.2410, 0.3070, -0.4580], [-0.8168, -1.4455, -1.3847], [0.3828, -1.4274, -0.3672], [0.3594, 0.5112, -0.3593], [-0.0769, -1.1685, 0.7181], [0.3998, 1.1527, 0.9262], [-0.1094, 0.0617, 0.3408], [-0.0480, -0.1445, -0.3631], [-0.1173, 0.7367, 0.2167], [-0.2169, -0.0294, -0.0754], [-0.3123, 0.3332, -0.7025], [-0.3833, 0.0259, -0.3763]], "multiplicity": 2, "e_above_lowest_kcal_mol": 0.0, "charge": 1, "lumo_energy_ev": [-2.5, -9.5], "s_squared": 0.76}


(2)
{"formula": "C12H36O6", "method": "the ωB97M-V functional and the def2-TZVPD basis", "species": ["C", "C", "O", "H", "H", "H", "H", "H", "H", "C", "C", "O", "H", "H", "H", "H", "H", "H", "C", "C", "O", "H", "H", "H", "H", "H", "H", "C", "C", "O", "H", "H", "H", "H", "H", "H", "C", "C", "O", "H", "H", "H", "H", "H", "H", "C", "C", "O", "H", "H", "H", "H", "H", "H"], "coordinates": [[-1.159761, -3.803572, -1.027180], [-2.260731, -2.810518, -1.256897], [-1.608742, -1.696851, -1.801764], [-0.505605, -3.604059, -0.178435], [-0.547911, -4.043339, -1.896814], [-1.654992, -4.749927, -0.809799], [-2.919438, -2.569537, -0.422545], [-3.049582, -3.136863, -1.934612], [-1.340538, -1.148762, -1.060638], [0.648352, 1.716895, -2.384337], [-0.209881, 3.000087, -2.470344], [-1.118302, 2.927630, -3.583324], [1.091993, 1.410279, -3.331587], [0.163792, 0.838285, -1.958503], [1.415585, 1.899046, -1.631827], [0.432872, 3.874269, -2.574245], [-0.742147, 3.244173, -1.550984], [-1.554262, 3.753093, -3.807272], [0.124084, 0.174806, 1.281846], [-1.347420, 0.249778, 1.077544], [-1.748159, 0.373555, -0.203033], [0.604396, -0.730418, 0.910410], [0.291363, 0.258406, 2.355678], [0.672483, 0.998730, 0.825226], [-1.769872, 1.132477, 1.557608], [-1.777430, -0.619831, 1.574512], [-1.943033, 1.313570, -0.199689], [2.163421, -1.740669, -1.929176], [3.295027, -0.663460, -1.705680], [3.990374, -0.316586, -2.902292], [2.566815, -2.715043, -2.204811], [1.341489, -1.415922, -2.567193], [1.552157, -1.878833, -1.037339], [4.011935, -1.139883, -1.036970], [2.896207, 0.220581, -1.208181], [3.633386, 0.500862, -3.257165], [3.423138, -1.034002, 3.033544], [4.404780, -2.090544, 2.554307], [5.431528, -2.282667, 3.447673], [3.218178, -0.357107, 2.204147], [3.709941, -0.479693, 3.927176], [2.489545, -1.529578, 3.299832], [4.934534, -1.838926, 1.635522], [3.842873, -2.986385, 2.290045], [5.849947, -1.425037, 3.552601], [-4.508742, 3.098161, 2.793802], [-4.746891, 2.438182, 1.428281], [-3.714639, 2.715883, 0.509154], [-3.675162, 2.586436, 3.274846], [-5.402005, 3.009331, 3.412094], [-4.230368, 4.144680, 2.669719], [-5.714335, 2.716533, 1.010350], [-4.768618, 1.366519, 1.626217], [-4.181629, 2.845767, -0.319494]], "forces_ev_per_angstrom": [[1.3250, -1.6680, 0.4012], [-2.5364, 0.5287, -0.6723], [-0.5740, -1.3747, -0.9178], [-0.1414, 0.4159, -0.0793], [-0.1112, 0.4838, -0.1497], [-0.4103, -0.0333, 0.1308], [0.9896, 0.4140, 0.9414], [0.7767, -0.3597, -0.9450], [0.5645, 2.1389, 1.1955], [-0.3566, 0.4429, 0.6232], [-0.0668, 0.1903, -0.7462], [0.2997, -0.9136, 0.3110], [-0.0041, 0.3523, -0.0280], [-0.6390, 0.1033, -0.2696], [0.3843, 0.2484, -0.2365], [0.3802, -0.0915, -0.3347], [-0.2638, -0.5480, 0.3244], [0.2793, 0.2443, 0.3648], [1.0464, 0.4667, 0.3138], [0.3892, -0.1812, 3.3789], [-0.5753, -0.3548, -2.8676], [-0.1871, -0.2631, 0.0574], [0.2547, -0.2385, 0.0419], [-0.1655, 0.2006, -0.0946], [0.2269, -0.1345, 0.8714], [-0.4175, -0.2245, -0.0836], [-0.6556, 0.2938, -1.4440], [-0.1065, 0.9108, 0.3923], [-0.6893, -1.0467, -0.4221], [-0.2977, -0.2893, 0.4766], [-0.0549, 0.1957, -0.2747], [0.5218, 0.1284, -0.9704], [0.5630, -0.1316, 0.8598], [0.1586, 0.1947, -0.0038], [-0.0545, 0.0017, 0.0077], [-0.0770, 0.0074, -0.0170], [-0.8529, -0.1098, -0.5235], [-0.0786, 0.7197, -1.1779], [0.8197, -1.0517, 1.5549], [-0.1548, 0.3041, 0.1770], [0.4264, 0.0011, -0.2144], [-0.1762, 0.1212, 0.0374], [-0.5993, 0.5452, -0.6450], [0.3930, -0.4545, 0.6032], [0.2130, -0.0668, 0.1578], [0.2649, -0.0567, -0.8042], [-0.4973, -0.3250, 1.4946], [0.3586, 0.1540, -0.6017], [-0.0294, 0.0701, 0.1927], [0.0972, 0.0181, 0.0181], [-0.1685, 0.0360, 0.0649], [-0.0149, 0.1344, 0.0261], [-0.1844, -0.2847, -0.2084], [0.4084, 0.1358, -0.2868]], "multiplicity": 2, "e_above_lowest_kcal_mol": 69.5, "charge": 1, "lumo_energy_ev": [-2.7, -9.3], "s_squared": 0.75}


(3)
{"formula": "C12H38FN6O7P3S2", "method": "the ωB97M-V functional and the def2-TZVPD basis", "species": ["O", "S", "O", "F", "O", "P", "O", "O", "S", "H", "H", "O", "P", "N", "C", "C", "N", "C", "C", "N", "C", "C", "H", "H", "H", "H", "H", "H", "H", "H", "H", "H", "H", "H", "H", "H", "H", "H", "H", "H", "O", "P", "N", "C", "C", "N", "C", "C", "N", "C", "C", "H", "H", "H", "H", "H", "H", "H", "H", "H", "H", "H", "H", "H", "H", "H", "H", "H", "H"], "coordinates": [[2.111511, 1.663738, 8.628178], [1.638332, 1.560972, 7.218999], [2.162586, 0.014679, 6.656408], [3.533440, -0.073325, 6.934029], [-0.048794, 1.512791, 7.368526], [-0.790229, 0.320802, 6.417547], [-0.444304, -1.233451, 6.993561], [-2.448196, 0.512197, 6.714842], [-0.485432, 0.466930, 4.522867], [-0.357985, -1.098041, 7.958532], [-2.473146, 0.781219, 7.654688], [1.337271, -0.224109, 0.585436], [2.612212, -1.076536, 0.599864], [3.526797, 0.041661, 1.546924], [4.871797, 0.525475, 1.305969], [3.105425, 0.161354, 2.941553], [2.951934, -0.865118, -1.087755], [4.223612, -0.429872, -1.640075], [1.886842, -0.290811, -1.907098], [3.917999, -2.276217, 0.649937], [3.453918, -3.526885, -0.022607], [4.396428, -2.730688, 1.967254], [5.613970, -0.268274, 1.154756], [5.244044, 1.126746, 2.138943], [4.905767, 1.190648, 0.442829], [3.304892, -0.756294, 3.510941], [2.031749, 0.351726, 3.002617], [3.596250, 0.985736, 3.461562], [4.343216, 0.656339, -1.575943], [4.287063, -0.696248, -2.700906], [5.078583, -0.914979, -1.170482], [1.790935, 0.788846, -1.730295], [0.930620, -0.765679, -1.700375], [2.076340, -0.438875, -2.974316], [2.616629, -3.978485, 0.518447], [4.264370, -4.260751, -0.079548], [3.129695, -3.342503, -1.045378], [3.582380, -3.110433, 2.591570], [4.917273, -1.951240, 2.520888], [5.137156, -3.524161, 1.842820], [-4.572188, -1.264012, -2.699924], [-3.814176, -0.060529, -3.273166], [-3.091050, 0.389790, -1.771670], [-3.018574, 1.709022, -1.175516], [-2.068193, -0.528892, -1.274057], [-5.237743, 0.884856, -3.571775], [-5.440865, 2.255158, -3.133382], [-6.523643, 0.192901, -3.485900], [-2.885952, 1.170190, -4.152288], [-3.167408, 1.038927, -5.613212], [-1.415587, 1.129383, -4.062023], [-2.607115, 2.479582, -1.839534], [-2.389375, 1.718310, -0.282393], [-3.997831, 2.044096, -0.832579], [-1.173510, -0.526936, -1.908599], [-2.449330, -1.553196, -1.253536], [-1.750765, -0.297935, -0.256606], [-5.742700, 2.304236, -2.082427], [-6.239650, 2.725460, -3.717613], [-4.564506, 2.884030, -3.286406], [-6.801687, 0.000804, -2.441633], [-6.500088, -0.754138, -4.021330], [-7.322763, 0.783251, -3.942946], [-2.818578, 0.075077, -5.997344], [-2.671350, 1.835512, -6.177415], [-4.230944, 1.119948, -5.831411], [-1.013144, 0.152805, -4.347825], [-1.044911, 1.374487, -3.067837], [-0.979324, 1.888929, -4.715363]], "forces_ev_per_angstrom": [[-1.2450, -0.4924, -3.2976], [2.2741, 2.2901, 3.4029], [-1.1996, -0.7427, -0.1435], [-0.0450, 0.4197, 0.2768], [-0.1667, -3.1007, -0.5736], [-2.3424, -1.3367, -2.0804], [-0.2798, 3.5074, 0.4712], [3.3746, 0.2547, 1.1158], [0.2531, -0.0284, 1.1614], [0.0707, -0.7224, -0.1336], [-0.7046, -0.0612, -0.2392], [-0.8561, -3.7408, 1.6965], [3.5861, 6.3511, -3.2944], [0.2805, 0.2987, 1.1144], [0.3587, -0.3033, -0.3749], [-0.6436, -0.2154, -0.0348], [-0.2705, -0.1143, -0.2920], [0.4615, -0.5872, -0.0477], [-0.3401, 0.0461, 0.1995], [-2.8061, -2.0863, 0.8588], [0.2091, -0.2787, -0.5709], [0.3156, 0.3803, 0.4988], [0.0265, -0.0338, -0.1028], [-0.3185, -0.1406, 0.1199], [0.0147, -0.0992, -0.1284], [0.0276, 0.0827, 0.2293], [0.0318, -0.0622, -0.0656], [0.1159, 0.0006, -0.2456], [0.0086, 0.0643, 0.0215], [-0.1506, 0.0031, 0.0334], [-0.1276, 0.0931, 0.2266], [-0.1296, -0.0264, -0.0301], [0.0739, 0.1403, 0.1278], [0.3368, -0.1084, 0.0931], [0.1295, -0.1508, 0.0423], [-0.0106, 0.1894, 0.1740], [0.0159, 0.2606, 0.1182], [0.1082, -0.1291, 0.0284], [-0.2267, 0.2339, -0.1512], [-0.2038, -0.0432, -0.2355], [2.5506, -1.3111, -3.1072], [-3.9512, 4.4078, 5.5431], [0.9075, -0.2161, 0.6119], [-0.0843, 0.4925, -0.3059], [-0.1843, -0.5861, -0.2356], [-0.2942, -0.1555, -0.2645], [0.3334, 0.4674, -0.4842], [0.0636, -0.4029, 0.0380], [0.5667, -2.8396, -2.1796], [-0.3138, 0.4293, -0.3941], [0.3902, 0.1027, 0.5872], [-0.0659, 0.0630, -0.0630], [0.0544, -0.3418, -0.1538], [-0.0733, 0.0631, -0.1353], [0.1419, -0.0349, 0.1503], [-0.0657, 0.0433, -0.0845], [-0.1068, 0.1997, -0.0931], [-0.0001, -0.0010, 0.0669], [-0.0261, -0.1521, -0.0123], [0.1188, -0.2081, 0.1433], [-0.0512, -0.0918, -0.0650], [0.0661, -0.0002, 0.1876], [0.2242, 0.2528, -0.0040], [0.1378, 0.1071, -0.1090], [0.0785, -0.0834, 0.2261], [0.0106, -0.0402, 0.2853], [0.1118, 0.0896, -0.0921], [-0.2901, -0.1675, 0.1284], [-0.2554, -0.0976, -0.1537]], "lumo_energy_ev": -1.1}